i:
{
  "formula": "C7H14N2",
  "method": "ωB97M-V/def2-TZVPD",
  "symbols": ["H", "C", "C", "H", "C", "H", "H", "H", "H", "H", "C", "H", "N", "H", "H", "C", "H", "N", "C", "H", "H", "C", "H"],
  "positions_angstrom": [[-3.290, 0.239, 0.708], [2.460, 0.444, -0.330], [0.315, -1.612, -0.991], [-2.829, -0.839, 2.827], [0.072, -0.406, -0.080], [-1.110, -1.190, 2.331], [-1.269, 0.600, -2.048], [0.286, -0.684, 0.952], [1.268, 2.653, 0.401], [-0.435, -2.377, -0.794], [-2.307, -0.164, 0.914], [0.243, -1.328, -2.039], [-1.904, 0.494, -1.259], [2.690, 0.044, 0.654], [2.733, -0.284, -1.089], [-1.385, 0.007, -0.209], [-0.272, 2.105, 0.550], [0.704, 1.830, 0.580], [-2.063, -0.758, 2.074], [0.760, 1.135, -1.444], [3.060, 1.338, -0.485], [0.978, 0.797, -0.411], [1.296, -2.043, -0.814]],
  "total_charge": 0,
  "lumo_energy_ev": 0.87,
  "spin_multiplicity": 1
}

ii:
{
  "formula": "C7H14N2",
  "method": "ωB97M-V/def2-TZVPD",
  "symbols": ["H", "H", "H", "H", "H", "C", "H", "C", "N", "C", "H", "H", "H", "H", "C", "C", "H", "N", "C", "C", "H", "H", "H"],
  "positions_angstrom": [[-1.649, -1.739, -0.058], [-1.996, 0.816, 2.128], [-2.793, 1.404, 0.702], [0.137, 1.663, -1.370], [-0.324, -2.785, 0.447], [-0.830, 1.697, -0.876], [1.110, -2.260, -1.629], [0.464, 0.957, 1.246], [-1.940, 1.218, 1.206], [-0.685, -1.746, 0.466], [2.977, -0.883, 0.046], [-1.556, 1.170, -1.505], [3.128, 0.712, 0.623], [-1.146, 2.747, -0.813], [1.198, -0.021, 0.599], [0.314, -0.823, -0.186], [1.439, -0.562, -2.025], [2.577, -0.131, 0.584], [0.704, -1.240, -1.583], [-0.755, 1.102, 0.512], [-0.862, -1.483, 1.509], [0.667, 1.421, 2.207], [-0.181, -1.234, -2.231]],
  "total_charge": 0,
  "lumo_energy_ev": 0.97,
  "spin_multiplicity": 1
}

iii:
{
  "formula": "C7H14N2",
  "method": "ωB97M-V/def2-TZVPD",
  "symbols": ["H", "H", "H", "C", "C", "H", "H", "C", "C", "H", "H", "C", "N", "C", "H", "H", "H", "N", "H", "H", "H", "C", "H"],
  "positions_angstrom": [[-1.853, -0.077, -0.366], [2.603, 0.268, -2.549], [-1.387, -1.463, 1.205], [-0.825, -1.631, 2.121], [-0.208, -0.310, 2.556], [-0.906, 0.515, 2.717], [0.736, 1.167, 1.302], [0.656, -0.215, -2.145], [1.240, 1.898, -2.154], [1.021, -0.476, 0.740], [-2.130, -0.703, -1.994], [-1.759, 0.124, -1.427], [-0.017, 1.890, -1.791], [0.951, 0.147, 1.629], [0.736, -1.273, -2.295], [0.219, -0.440, 3.557], [1.766, 2.816, -2.350], [1.679, 0.651, -2.439], [-0.061, -2.405, 2.007], [-2.500, 0.915, -1.586], [1.911, 0.072, 2.128], [-0.384, 0.572, -1.748], [-1.486, -2.041, 2.882]],
  "total_charge": 0,
  "lumo_energy_ev": 0.90,
  "spin_multiplicity": 1
}

iv:
{
  "formula": "C7H14N2",
  "method": "ωB97M-V/def2-TZVPD",
  "symbols": ["C", "C", "H", "C", "C", "C", "H", "H", "N", "H", "H", "H", "H", "H", "H", "H", "H", "C", "N", "H", "C", "H", "H"],
  "positions_angstrom": [[0.231, -0.728, 2.490], [-2.171, 0.648, -1.515], [-3.189, -0.289, -3.208], [2.216, 0.628, -0.145], [-2.960, 0.710, -2.823], [1.183, -0.468, 1.372], [-1.344, -0.054, -1.552], [2.345, -2.336, 1.118], [2.774, -0.604, -0.113], [-2.507, 0.748, 0.602], [-2.443, 1.253, -3.617], [2.498, 1.370, -0.874], [-4.015, 0.762, -0.298], [3.611, -0.903, -0.581], [-1.678, 1.624, -1.424], [-3.919, 1.181, -2.614], [-3.053, -0.726, -0.125], [-3.004, 0.351, -0.277], [1.251, 0.736, 0.726], [0.020, -1.792, 2.605], [2.134, -1.308, 0.875], [0.574, -0.305, 3.430], [-0.714, -0.241, 2.258]],
  "total_charge": 0,
  "lumo_energy_ev": 0.88,
  "spin_multiplicity": 1
}

Energy ordering: iv at the bottom, the next structure 21.2 kJ/mol above.

i:
{
  "formula": "C7H14N2",
  "method": "ωB97M-V/def2-TZVPD",
  "symbols": ["H", "C", "C", "H", "H", "N", "H", "H", "H", "H", "C", "H", "H", "C", "C", "H", "H", "H", "C", "H", "N", "H", "C"],
  "positions_angstrom": [[0.877, 3.837, -0.521], [-1.635, -1.156, 0.489], [0.224, 2.897, -0.939], [-0.671, 3.334, -0.577], [-2.011, -2.137, 0.753], [-0.571, -0.469, 0.679], [2.013, -0.309, 0.519], [0.040, 2.842, -2.016], [0.826, 1.683, 0.830], [-2.580, 1.253, -1.441], [2.947, -2.065, 1.452], [2.658, -1.169, -0.711], [2.460, -3.029, 1.601], [0.509, 1.629, -0.308], [-0.612, 0.635, -0.167], [1.324, -1.762, 0.060], [-2.952, -1.280, -1.156], [3.980, -2.170, 1.341], [-1.875, 0.572, -0.889], [1.341, 1.237, -0.962], [-2.409, -0.642, -0.592], [2.568, -1.381, 2.195], [2.273, -1.374, 0.273]],
  "total_charge": 0,
  "lumo_energy_ev": 0.89,
  "spin_multiplicity": 1
}

ii:
{
  "formula": "C7H14N2",
  "method": "ωB97M-V/def2-TZVPD",
  "symbols": ["H", "N", "H", "H", "H", "H", "C", "C", "H", "H", "H", "H", "C", "H", "H", "H", "N", "C", "C", "C", "C", "H", "H"],
  "positions_angstrom": [[-2.762, -0.309, 2.863], [-0.233, 0.204, 0.823], [-1.438, 2.283, 3.011], [-3.376, 0.200, 1.231], [1.438, 1.180, 0.111], [-0.354, -0.416, -1.773], [2.341, -2.165, -2.863], [0.903, -1.948, -2.452], [0.905, 2.873, 2.029], [-0.433, -0.574, -3.525], [0.942, 0.235, -3.089], [2.734, -1.585, -3.716], [-0.877, 1.676, 2.347], [2.938, -1.904, -1.980], [-2.400, -1.317, 1.674], [2.565, -3.209, -3.088], [0.284, 2.124, 1.776], [-1.217, 0.495, 1.696], [-2.541, -0.226, 1.789], [0.690, 1.172, 0.886], [0.275, -0.538, -2.679], [0.270, -2.762, -2.790], [0.682, -2.062, -1.383]],
  "total_charge": 0,
  "lumo_energy_ev": 0.90,
  "spin_multiplicity": 1
}

Energy ordering: ii at the bottom, the next structure 141.7 kJ/mol above.